# C4H12N4O

C4H12N4O as an isolated structure (ωB97M-V with the def2-TZVPD basis set, OMol25).

E_HOMO (eV): -6.82
Net charge: 0
Kohn-Sham gap (Eh): 0.2806

```
21
Properties=species:S:1:pos:R:3:forces:R:3
C 1.77393 0.98910 -1.09463 -0.581 -0.111 -0.425
C 1.29179 -0.34705 -0.61423 2.033 -0.303 3.387
N 1.88035 -1.43423 -0.87805 -1.127 0.704 -0.676
H 1.52917 -2.23935 -0.36600 0.049 0.165 0.446
H -0.35725 -0.19664 -1.22661 -2.458 0.528 1.623
H 2.55527 1.36378 -0.43378 -0.066 -0.100 0.054
H 2.17645 0.85585 -2.09632 0.038 0.024 0.018
H 0.96238 1.71446 -1.11746 0.038 0.039 0.022
N 0.41204 -0.20499 0.72136 -0.061 -0.781 -0.638
C -1.19730 -0.01816 -0.26377 0.767 -0.737 -3.872
N 0.62696 0.89183 1.55352 0.764 -0.661 -0.310
N -1.85162 -1.27629 -0.14328 0.223 0.225 0.191
C -1.84173 1.15552 -0.04917 -0.175 0.257 0.571
O 0.25672 -1.42358 1.42461 0.812 0.303 -0.231
H -0.56981 -1.79975 1.02075 -0.008 0.333 0.064
H 1.40328 0.67665 2.17156 -0.030 0.065 0.119
H -0.21104 1.04576 2.11286 -0.162 -0.080 -0.357
H -1.83089 -1.82742 -0.99138 -0.086 0.093 0.018
H -2.77874 -1.19947 0.25586 -0.009 0.032 -0.018
H -1.30850 2.08491 0.04975 0.070 0.148 -0.322
H -2.92147 1.18908 -0.03561 -0.034 -0.144 0.336
```
Forces are in eV/Å.

***

# C4H12N4O2

The molecule C4H12N4O2 (ωB97M-V with the def2-TZVPD basis set, OMol25).

E_HOMO (eV): -9.06
Net charge: 0
Kohn-Sham gap (Eh): 0.3617
SMILES: CC[C@@H](CN)N(N=O)NO

```
22
Properties=species:S:1:pos:R:3:forces:R:3
C -0.50022 1.71922 1.50489 3.431 -0.197 -1.611
C -0.94162 1.21479 0.17702 -0.737 -2.135 1.042
C -0.34737 -0.15416 -0.21130 -1.253 1.842 -2.910
C -1.08768 -0.87075 -1.42578 0.773 -0.181 -0.620
N -0.82656 -2.30847 -1.32405 -0.093 -0.171 0.229
N 1.06582 0.18061 -0.38798 0.996 -4.194 3.137
N 1.51951 1.21511 -0.93878 -0.181 1.756 -0.866
O 2.64053 1.65219 -0.67534 -0.018 -1.023 0.214
N 1.93880 -0.72358 0.59546 -0.462 0.280 -1.766
O 1.37265 -0.94950 1.88478 -0.175 0.174 -0.721
H -0.88383 1.18633 2.27681 -0.971 -1.791 2.474
H -0.84938 2.69173 1.57844 -0.353 2.109 0.382
H 0.64209 1.69067 1.53566 -1.496 0.313 0.356
H -0.54661 1.90572 -0.49104 -0.180 1.146 -1.793
H -2.01028 1.14262 0.22148 -0.738 0.190 -0.598
H -0.41723 -0.93366 0.49879 0.104 -0.263 1.146
H -0.88980 -0.55235 -2.48416 0.329 0.575 1.099
H -2.16708 -0.80837 -1.33881 -0.157 0.587 0.526
H 0.10165 -2.53412 -1.65598 -0.054 -0.149 -0.147
H -1.52539 -2.80922 -1.86552 0.416 -0.097 0.034
H 2.74107 -0.08936 0.64859 -0.089 -0.140 0.940
H 0.97093 -1.86545 1.87684 0.910 1.370 -0.547
```
Forces are in eV/Å.

***

# C4H12N6

C4H12N6 as an isolated structure (ωB97M-V with the def2-TZVPD basis set, OMol25).

E_HOMO (alpha / beta) (eV): -15.05 / -17.16
Net charge: +2
Multiplicity: 3
<S²>: 2.0160
Kohn-Sham gap (alpha / beta) (Eh): 0.3177 / 0.2127

```
22
Properties=species:S:1:pos:R:3:forces:R:3
C -1.07830 0.69710 -0.09657 4.324 0.255 -0.967
C 0.31499 0.95371 -0.11534 -1.429 -1.299 -0.553
C -0.33189 -1.63481 0.01627 1.581 -0.078 -2.057
C 1.67932 -0.39688 -0.43455 -2.398 -1.525 0.900
N -1.92040 1.66572 -0.35938 0.119 -1.476 0.420
N -1.30190 -0.57793 0.06328 -1.895 -0.814 0.745
N 0.98129 -1.22939 0.49133 -1.439 2.076 -3.511
N 0.82801 2.01428 0.36199 0.336 4.670 2.598
N -2.58744 -0.95361 0.05489 -3.260 -0.748 1.041
N 2.92355 -0.03524 -0.18154 3.989 0.663 0.243
H -0.63419 -2.40021 0.67055 -0.712 -1.075 0.576
H -0.30638 -1.99363 -1.08780 0.134 0.221 1.685
H 1.35046 -0.55252 -1.50459 0.675 0.161 0.932
H -2.86217 1.50537 -0.45463 -2.658 -0.734 -0.261
H 1.41508 -1.89757 1.03377 1.588 -1.402 1.728
H 0.31400 2.71574 1.05526 1.568 -2.081 -1.930
H 1.78965 2.18220 0.16440 0.696 0.741 0.047
H -2.76517 -1.91983 -0.23055 0.198 0.454 0.046
H -3.16239 -0.70952 0.91925 1.241 -0.402 -1.330
H 3.69711 -0.16997 -0.95520 -2.238 0.752 1.929
H 3.34609 0.15101 0.80969 -1.356 -0.835 -2.393
H -1.68934 2.58596 -0.22050 0.937 2.474 0.112
```
Forces are in eV/Å.

***

# C4H12NO

A 2-piece molecular cluster, C4H12NO overall (ωB97M-V with the def2-TZVPD basis set, OMol25).

E_HOMO (eV): -2.68
Net charge: -1
Kohn-Sham gap (Eh): 0.2556

```
18
Properties=species:S:1:pos:R:3:forces:R:3
N -0.65633 -3.46170 -0.15620 0.087 -0.073 0.042
C -0.15892 -2.23749 -0.88614 -0.015 -0.036 -0.036
O -0.64070 -1.07393 -0.46377 -0.048 0.034 0.097
H -0.53567 -3.23301 0.83002 -0.060 -0.003 -0.045
H -1.66403 -3.46336 -0.28959 -0.062 0.069 0.066
H 0.95371 -2.33206 -0.79618 0.008 0.012 -0.059
H -0.40391 -2.47360 -1.95303 0.089 -0.013 -0.036
C -0.02976 1.96280 -0.86459 -0.005 0.102 -0.031
C 0.90966 1.70252 0.30149 0.054 -0.127 0.361
C 0.12219 1.36188 1.57259 0.269 0.142 -0.261
H -0.53293 1.01830 -1.07726 -0.109 -0.053 -0.067
H 0.50295 2.29460 -1.75789 0.086 -0.023 -0.067
H -0.77361 2.73255 -0.62913 0.026 -0.002 0.082
H 1.59216 2.54242 0.49947 -0.093 -0.010 -0.123
H 1.51821 0.82626 0.05357 0.010 0.117 -0.023
H 0.79479 1.17653 2.41688 -0.075 -0.020 -0.018
H -0.53922 2.19273 1.83642 -0.063 -0.035 0.065
H -0.45859 0.46456 1.36332 -0.100 -0.082 0.053
```
Forces are in eV/Å.

***

Across the entries above, ΔE to the lowest compared entry with this formula, charge and spin takes the values 651.1, 658.1, 0.0, 0.0 kJ/mol, respectively.
Across the entries above, calculated total energy takes the values -453.65419, -528.89559, -487.33888, -289.58906 a.u., respectively.